This record from the OMol25 dataset describes a structure of composition C2H3BF4HgOS2. The level of theory is the ωB97M-V functional and the def2-TZVPD basis.

Summary:
**2S+1**: 2
**Total charge**: -1
**Frontier orbital gap (alpha / beta)**: 8.2 / 5.6 eV
**E_LUMO (alpha / beta)**: 2.4 / -0.2 eV
**Highest occupied orbital energy (alpha / beta)**: -0.213 / -0.212 Eh
**Energy**: -1527.63841 a.u.

CARTESIAN COORDINATES (ANGSTROEM)
Hg (0.056, 1.131, -0.678)
F (0.890, 1.815, 3.695)
B (1.131, 0.484, 3.309)
F (0.407, -0.399, 4.129)
F (2.505, 0.197, 3.379)
F (0.694, 0.316, 1.952)
C (-1.933, -5.926, -1.228)
O (-1.445, -4.700, -0.683)
C (-1.016, -3.761, -1.513)
S (-1.088, -3.827, -3.173)
S (-0.420, -2.337, -0.871)
H (-2.205, -6.537, -0.373)
H (-1.160, -6.418, -1.818)
H (-2.802, -5.754, -1.863)

This record from the OMol25 dataset describes a cluster of 2 separate species, C2H3BF9Si in total. The level of theory is the ωB97M-V functional and the def2-TZVPD basis.

Summary:
**Total charge**: -1
**Frontier orbital gap**: 10.1 eV
**E_LUMO**: 2.6 eV
**Highest occupied orbital energy**: -0.275 Eh
**Energy**: -1291.45835 a.u.

CARTESIAN COORDINATES (ANGSTROEM)
F (0.967, -0.401, -0.875)
C (-0.171, -0.049, -0.329)
F (-0.140, 1.241, 0.013)
F (-0.392, -0.781, 0.783)
C (-1.367, -0.291, -1.277)
F (-1.220, -1.550, -1.836)
F (-1.297, 0.618, -2.309)
Si (-3.093, -0.223, -0.424)
H (-3.259, -1.425, 0.409)
H (-4.098, -0.189, -1.504)
H (-3.223, 0.983, 0.414)
B (3.461, 0.414, 1.386)
F (3.522, 1.723, 0.867)
F (3.693, -0.518, 0.354)
F (4.438, 0.255, 2.391)
F (2.177, 0.192, 1.939)

This record from the OMol25 dataset describes a cluster of 2 separate species, C2H3Br2O2Si in total at a distorted geometry. The level of theory is the ωB97M-V functional and the def2-TZVPD basis.

Summary:
**Total charge**: -1
**Frontier orbital gap**: 6.8 eV
**Relative energy (zero: lowest compared OMol25 entry of this formula, charge and spin)**: 6.6 kcal per mole
**E_LUMO**: 2.9 eV
**Highest occupied orbital energy**: -0.142 Eh
**Energy**: -5666.17443 a.u.

CARTESIAN COORDINATES (ANGSTROEM)
C (1.302, 1.914, -1.819)
C (-0.478, -1.217, 0.131)
O (0.701, 1.548, -2.753)
O (2.048, 2.400, -1.094)
Si (-1.615, -0.857, 1.671)
Br (0.096, -1.263, 3.385)
Br (-1.209, 1.560, 1.356)
H (-0.343, -2.323, 0.006)
H (-1.056, -0.878, -0.937)
H (0.555, -0.885, 0.055)

> Which value of total charge does entry 1 give?

-1

> Which formula does entry 2 have?

C2H3BF9Si

> Look up the energy of the third one.

-5666.17443 a.u.